# 1
Here is C26H45IrN10PS2 as an isolated structure from OMol25. Energies are from the ωB97M-V functional and the def2-TZVPD basis.

XYZ file:
```
85
Properties=species:S:1:pos:R:3:forces:R:3
Ir -1.1364 0.7035 -0.8528 0.0 0.5 0.2
N -4.3009 -1.1752 1.4391 -0.2 -0.1 0.0
C -3.4061 -0.6608 0.5672 0.4 0.3 0.2
S -2.1162 0.3134 1.2358 0.0 -0.1 0.1
N -3.6115 -0.9029 -0.7032 -0.2 -0.1 -0.2
N -2.6586 -0.3673 -1.5131 0.1 -0.1 0.0
C -2.6708 -0.6516 -2.7726 -0.2 -0.1 0.0
C -1.5755 -0.1269 -3.5567 0.2 0.1 -0.2
C -1.4481 -0.3024 -4.9289 -0.1 -0.1 0.0
C -0.3525 0.2335 -5.5781 0.1 0.0 0.0
C 0.5993 0.9325 -4.8470 0.0 0.0 -0.1
C 0.4245 1.0648 -3.4844 0.0 -0.1 0.1
N -0.6308 0.5432 -2.8575 0.1 0.1 0.0
H -4.0517 -1.2058 2.4125 0.0 0.0 0.0
H -4.9183 -1.8923 1.0924 0.0 0.0 0.0
H -3.4296 -1.3081 -3.1786 0.0 0.0 0.0
H -2.2044 -0.8554 -5.4696 0.0 0.0 0.0
H -0.2387 0.1088 -6.6466 0.0 0.0 0.0
H 1.4660 1.3679 -5.3234 0.0 0.0 0.0
H 1.1345 1.5686 -2.8436 0.0 0.0 0.0
N 0.6991 0.6489 -0.3674 -0.1 -0.2 -0.3
P 1.7270 -0.0511 0.5937 0.0 -0.2 0.2
N 1.6766 -1.7149 0.4818 -0.1 0.1 -0.2
C 2.3330 -2.2904 -0.7110 0.0 0.0 0.1
C 1.9965 -3.7791 -0.8343 0.0 0.0 0.0
C 1.8632 -4.4060 0.5477 0.0 0.0 0.0
C 0.6634 -3.7951 1.2875 0.0 0.0 0.0
C 0.4030 -2.3658 0.8038 0.1 0.0 0.1
N 1.5933 0.2146 2.2201 -0.3 0.1 0.0
C 1.8941 -0.7172 3.3013 0.1 0.0 0.0
C 0.7966 -0.6695 4.3551 0.0 0.0 0.0
C 0.6379 0.7559 4.8817 0.0 0.0 0.0
C 0.3776 1.7311 3.7353 0.0 -0.1 0.0
C 1.4548 1.6044 2.6660 0.1 0.0 0.0
N 3.2459 0.4033 0.1637 0.0 0.2 -0.1
C 4.3613 0.0424 1.0523 0.0 0.0 0.0
C 5.6379 -0.1102 0.2387 0.0 0.0 0.0
C 6.0240 1.2084 -0.4431 0.0 0.0 0.0
C 4.7753 2.0077 -0.8504 0.0 0.0 0.0
C 3.5823 1.0929 -1.0857 0.1 0.0 0.1
H 3.4114 -2.1662 -0.5987 0.0 0.0 0.0
H 2.0324 -1.7607 -1.6237 0.0 0.0 0.0
H 2.7757 -4.2699 -1.4185 0.0 0.0 0.0
H 1.0629 -3.9139 -1.3874 0.0 0.0 0.0
H 2.7814 -4.2168 1.1102 0.0 0.0 0.0
H 1.7583 -5.4886 0.4748 0.0 0.0 0.0
H 0.8503 -3.7965 2.3638 0.0 0.0 0.0
H -0.2356 -4.3936 1.1239 0.0 0.0 0.0
H -0.1158 -1.7787 1.5613 0.0 0.0 0.0
H -0.2525 -2.3657 -0.0768 0.0 0.0 -0.1
H 2.8467 -0.4331 3.7743 0.0 0.0 0.0
H 2.0188 -1.7162 2.8921 0.0 0.0 0.0
H 1.0385 -1.3563 5.1694 0.0 0.0 0.0
H -0.1439 -1.0063 3.9061 0.0 0.0 0.0
H 1.5596 1.0462 5.3998 0.0 0.0 0.0
H -0.1644 0.8088 5.6197 0.0 0.0 0.0
H 0.3448 2.7598 4.1008 0.0 0.0 0.0
H -0.5942 1.5140 3.2875 0.0 0.0 0.0
H 2.4143 1.9484 3.0792 0.0 0.0 0.0
H 1.2262 2.2341 1.8043 0.0 0.0 0.0
H 4.1288 -0.8970 1.5589 0.0 0.0 0.0
H 4.4994 0.8021 1.8316 0.0 0.0 0.0
H 5.4754 -0.8873 -0.5134 0.0 0.0 0.0
H 6.4423 -0.4654 0.8833 0.0 0.0 0.0
H 6.6416 0.9968 -1.3174 0.0 0.0 0.0
H 6.6370 1.8097 0.2305 0.0 0.0 0.0
H 4.9675 2.5995 -1.7462 0.0 0.0 0.0
H 4.5045 2.7130 -0.0604 0.0 0.0 0.0
H 3.8058 0.3782 -1.8894 0.0 0.0 0.0
H 2.7166 1.6732 -1.3930 0.0 0.0 0.0
S -2.4913 2.6210 -1.4011 0.0 -0.2 0.0
C -4.1759 2.2897 -1.0699 0.2 0.1 0.0
N -5.0114 2.1629 -2.0919 -0.2 0.0 0.0
C -6.4545 1.9459 -1.9507 0.1 0.0 0.0
C -6.9131 2.4781 -0.6059 0.0 0.0 0.0
C -6.0234 1.9177 0.4880 0.1 0.0 0.0
N -4.6296 2.2299 0.1680 -0.1 -0.1 0.0
H -4.5954 2.2302 -3.0059 0.0 0.0 0.0
H -6.6621 0.8771 -2.0322 0.0 0.0 0.0
H -6.9584 2.4552 -2.7696 0.0 0.0 0.0
H -7.9483 2.1885 -0.4322 0.0 0.0 0.0
H -6.8636 3.5683 -0.5971 0.0 0.0 0.0
H -6.1401 0.8356 0.5745 0.0 0.0 0.0
H -6.2533 2.3628 1.4535 0.0 0.0 0.0
H -3.9303 2.2678 0.8980 0.0 0.0 0.0
```
Forces are in eV/Å.

Frontier orbital gap in eV: 6.9
Charge: +1

***

# 2
Here is a 7-piece molecular cluster, C26H45N3O12 overall from OMol25. Energies are from the ωB97M-V functional and the def2-TZVPD basis.

XYZ file:
```
86
Properties=species:S:1:pos:R:3:forces:R:3
C 2.2677 -0.7153 -1.2624 -1.3 -0.7 -0.5
C 1.6397 -0.7653 0.1656 -0.4 0.2 -1.6
C 0.1157 -0.3713 0.2636 1.5 1.4 -1.2
O -0.5363 -1.5643 0.5856 -1.4 0.1 -0.2
C 0.3157 -2.5893 0.6446 -0.8 -2.1 -0.2
O -0.0413 -3.7563 0.6866 0.9 2.1 0.2
O 1.5577 -2.1443 0.6226 1.6 0.3 0.0
H 2.1467 0.2717 -1.7064 -0.1 0.1 0.3
H 1.7437 -1.4043 -1.9534 -0.4 0.4 0.5
H 3.2777 -1.0313 -1.4694 0.8 0.1 1.1
H 2.1507 -0.0703 0.8596 0.2 -1.0 -0.1
H -0.3593 0.1897 -0.5864 0.6 -1.2 0.3
H 0.1687 0.3367 1.0516 -1.0 0.4 1.2
C 0.1847 2.6047 -2.8854 2.3 -0.9 0.9
C 1.3817 3.4147 -2.2984 -2.6 -0.5 1.7
C 1.0577 4.7697 -1.7044 -0.1 1.9 0.1
O 1.0067 4.5977 -0.2544 -1.8 3.1 -2.9
C 1.5077 3.4777 0.0356 1.0 -2.9 3.5
O 1.6167 3.1807 1.2226 0.3 -0.9 -2.5
O 1.8397 2.7417 -1.0684 0.5 -0.2 -0.3
H -0.2673 3.1227 -3.7004 0.0 0.1 -1.0
H -0.5603 2.4897 -2.1454 -0.9 -0.1 1.0
H 0.5917 1.5617 -3.0944 -0.8 1.3 -0.3
H 2.0557 3.5297 -3.0974 1.8 -0.2 -0.4
H 0.1077 5.2057 -2.0934 0.7 -0.3 0.5
H 1.8817 5.5047 -1.8144 -0.5 -0.4 -0.4
C -2.0093 4.1587 0.2416 0.2 0.2 2.5
O -2.9633 3.0717 -0.0704 0.7 0.9 0.0
C -2.9803 2.0587 0.7606 4.4 -1.0 7.2
O -2.3163 1.9947 1.9916 -4.0 0.7 -7.1
O -3.5933 1.0167 0.2576 -0.5 1.0 -1.4
C -3.9903 -0.0413 1.0816 1.9 -0.8 1.3
H -1.6553 4.6787 -0.6534 -0.8 -0.4 0.0
H -1.1473 3.7467 0.7796 -0.1 -0.4 -0.5
H -2.3713 4.8687 1.0726 -0.2 -0.9 -1.7
H -4.5603 -0.7793 0.6096 -1.8 -0.1 -1.4
H -4.3903 0.3377 1.9786 -0.8 0.3 1.0
H -3.1723 -0.7033 1.3386 1.0 0.5 0.4
C -0.4913 -3.9883 -3.1964 2.1 2.8 -2.4
O -1.7073 -3.2763 -3.0984 -1.5 3.0 0.6
C -1.7063 -1.9403 -2.8894 6.8 2.7 -1.5
O -0.5093 -1.1573 -2.9874 -7.1 -4.5 0.8
O -2.9053 -1.4103 -2.7064 1.3 -1.4 -0.4
C -2.8883 -0.0013 -2.6284 -1.6 1.8 2.1
H -0.5753 -4.7353 -2.5484 -0.1 -3.1 3.1
H 0.4157 -3.3523 -2.9854 -1.2 -0.6 -0.3
H -0.4083 -4.4743 -4.1724 -0.1 0.6 -0.2
H -2.1963 0.3347 -1.8674 0.4 -0.2 0.1
H -3.8893 0.3507 -2.1704 1.3 -0.8 -1.4
H -2.6033 0.4947 -3.5404 -0.2 -0.2 -0.5
C 4.8117 2.2357 0.6896 -1.5 2.0 -2.4
C 5.5437 1.8057 -0.6054 -0.7 -1.1 1.5
C 5.8847 2.9097 -1.5624 0.5 0.4 1.5
C 6.7017 3.8477 -0.7984 3.0 4.1 1.4
N 7.3277 4.6867 -0.2314 -2.5 -3.5 -2.0
H 4.1097 1.5377 1.1246 0.3 -0.5 0.0
H 4.1397 3.1247 0.4096 1.0 -1.0 0.6
H 5.5507 2.5597 1.3286 1.2 0.8 2.1
H 4.7677 1.2397 -1.0094 -0.8 -1.6 -1.5
H 6.3957 1.1617 -0.3194 -0.3 0.3 -0.5
H 5.0297 3.4467 -1.8794 -1.3 0.6 0.0
H 6.3057 2.6277 -2.4944 1.0 -0.6 -0.6
C 0.9507 -0.1053 3.6786 -0.9 -0.4 -0.4
C 0.6417 -0.6343 5.0796 3.6 0.3 0.7
C 0.8297 -2.1543 5.2576 -2.2 0.0 0.2
C 0.2487 -2.6913 6.5686 1.5 1.0 -1.8
N -0.1603 -3.0773 7.5646 -0.3 -0.2 0.4
H 0.8867 0.9777 3.5576 -0.1 0.0 0.5
H 0.2367 -0.5063 2.9356 0.4 -0.1 0.3
H 1.9747 -0.3593 3.4156 0.1 -0.3 -0.2
H -0.2483 -0.3723 5.5206 -2.5 0.8 0.4
H 1.3957 -0.1213 5.7356 -0.5 -0.5 -0.3
H 1.8417 -2.4423 5.0716 0.6 -0.4 0.3
H 0.1987 -2.6123 4.4836 0.3 -0.2 0.0
C -4.7403 -4.6163 -1.3454 0.0 -1.4 0.4
C -4.4063 -3.5503 -0.3284 0.1 -0.4 0.2
C -3.0533 -3.8863 0.3106 0.5 0.8 -1.8
C -3.0893 -4.9543 1.2656 -0.5 -4.6 2.3
N -3.2053 -5.8873 1.9896 0.5 3.5 -2.4
H -5.1273 -5.5373 -0.8814 0.3 0.3 0.2
H -3.9673 -4.9473 -2.0214 1.0 0.2 0.2
H -5.4833 -4.3643 -2.0294 -1.7 1.0 -1.0
H -5.2023 -3.5603 0.4246 0.1 0.4 -0.1
H -4.3093 -2.5503 -0.7754 -0.2 -0.3 0.0
H -2.6613 -3.0643 0.8596 0.4 1.0 0.3
H -2.3573 -4.0073 -0.5884 -0.5 -0.4 1.6
```
Forces are in eV/Å.

Energy above the lowest of the compared OMol25 structures with the same formula, charge and spin in eV: 1.834
Structure (SMILES): C[C@H]1COC(=O)O1.C[C@H]1COC(=O)O1.COC(=O)OC.COC(=O)OC.CCCC#N.CCCC#N.CCCC#N
Frontier orbital gap in eV: 10.6

***

# 3
Here is the molecule C26H45NO4 from OMol25. Energies are from the ωB97M-V functional and the def2-TZVPD basis.

XYZ file:
```
76
Properties=species:S:1:pos:R:3:forces:R:3
C 1.5491 2.0128 3.6863 0.1 -0.2 -0.2
C 2.6147 1.5733 2.6886 0.1 0.2 0.1
C 2.9052 2.6259 1.6170 -0.1 -0.1 0.0
C 1.7410 2.9114 0.6663 0.2 -0.2 0.0
C 1.4160 1.7276 -0.2411 -0.2 0.5 0.0
H 2.3016 1.4592 -0.8189 0.1 -0.1 0.0
H 1.1276 0.8636 0.3586 0.0 -0.2 -0.1
C 0.2546 2.0145 -1.2096 0.7 0.0 -0.1
C 0.1646 0.9446 -2.2686 0.0 0.2 0.0
C 1.1320 0.5861 -3.0962 -0.3 -0.1 0.0
C 1.0282 -0.5192 -4.0980 0.3 0.1 0.0
C 1.3708 -0.0418 -5.5203 -0.1 -0.2 -0.1
C 1.7721 -1.3091 -6.2639 0.1 0.2 -0.3
C 2.4078 -2.1897 -5.2120 0.0 0.2 0.0
O 3.0868 -3.1595 -5.4210 0.1 -0.1 0.0
C 2.0321 -1.6589 -3.8379 -0.2 -0.3 0.2
C 1.5244 -2.7978 -2.9475 0.3 0.3 0.2
C 1.2040 -2.3425 -1.5271 -0.1 -0.4 -0.1
H 0.3756 -1.6353 -1.5556 0.0 0.1 0.1
C 0.8232 -3.5116 -0.6147 -0.2 0.2 0.1
C -0.0217 -3.0627 0.5785 0.2 -0.1 0.0
C 0.7065 -2.0667 1.4784 -0.4 0.0 0.0
C -0.2044 -1.4496 2.5420 0.3 -0.1 -0.4
C -1.2118 -0.4856 1.9360 0.1 0.0 0.5
O -1.2614 -0.3004 0.7233 0.2 -0.1 -0.5
N -2.0499 0.1541 2.7728 -0.2 0.1 -0.1
C -2.0550 0.0506 4.2153 0.0 -0.3 0.3
H -1.2903 -0.6475 4.5469 0.0 0.1 0.0
C -3.4268 -0.4082 4.7113 0.1 0.3 0.0
C -4.5005 0.5668 4.2415 0.0 -0.2 -0.1
C -4.4455 0.6861 2.7213 0.1 0.1 0.1
H -5.1594 1.4327 2.3715 -0.1 0.0 -0.1
H -4.7210 -0.2756 2.2820 0.0 0.0 -0.1
C -3.0476 1.0633 2.2197 -0.2 0.3 -0.4
H -3.0161 0.9250 1.1333 0.0 0.0 0.3
C -2.6921 2.5374 2.5044 -0.3 -0.2 0.0
O -1.3809 2.8571 2.1439 0.3 0.0 -0.3
H -1.2667 2.7268 1.1796 0.0 0.1 0.1
H -3.4168 3.1680 1.9694 0.0 -0.1 0.1
H -2.7701 2.7618 3.5710 -0.1 0.0 0.0
H -5.4877 0.2157 4.5466 0.0 0.1 0.0
H -4.3378 1.5422 4.7023 0.0 0.0 0.1
H -3.4140 -0.4707 5.8002 0.0 -0.1 0.0
H -3.6383 -1.4036 4.3141 0.0 -0.1 0.0
H -1.8206 1.0335 4.6383 0.1 -0.1 0.0
H 0.4103 -0.9001 3.2585 -0.1 0.0 0.1
H -0.7394 -2.2405 3.0736 0.0 0.0 0.1
H 1.5438 -2.5647 1.9728 0.1 0.0 0.0
H 1.1072 -1.2628 0.8624 0.1 0.0 0.0
H -0.3124 -3.9377 1.1665 -0.1 0.0 0.1
H -0.9302 -2.5926 0.2009 0.0 -0.1 0.0
H 0.2419 -4.2365 -1.1896 0.0 -0.1 0.0
H 1.7248 -4.0187 -0.2638 0.0 -0.1 0.0
H 2.0717 -1.8198 -1.1209 0.0 0.2 0.0
H 2.2915 -3.5755 -2.9243 0.0 -0.1 -0.1
H 0.6294 -3.2315 -3.4014 0.0 -0.1 0.0
H 2.9453 -1.2493 -3.3901 0.1 0.0 0.0
H 2.4440 -1.1414 -7.1045 0.0 -0.1 0.0
H 0.8931 -1.8390 -6.6401 0.0 0.0 0.0
H 0.5329 0.4750 -5.9852 0.0 0.1 0.0
H 2.2160 0.6481 -5.4796 0.0 0.1 0.0
H 0.0145 -0.9305 -4.0877 0.0 0.0 0.0
H 2.0853 1.0996 -3.0787 0.2 0.1 0.1
H -0.7901 0.4352 -2.3017 -0.1 -0.1 -0.1
O -0.9725 2.1111 -0.5152 -0.4 -0.1 0.2
H -1.1529 1.2135 -0.1639 -0.1 0.1 0.0
H 0.4037 2.9961 -1.6780 0.0 -0.1 0.1
H 2.0099 3.7659 0.0393 -0.1 0.1 0.0
H 0.8606 3.1910 1.2422 -0.1 0.1 0.0
H 3.1817 3.5583 2.1153 0.1 0.0 0.0
H 3.7680 2.2982 1.0300 0.1 0.1 0.0
H 2.3104 0.6388 2.2147 0.0 -0.1 0.0
H 3.5443 1.3731 3.2291 0.0 -0.1 -0.1
H 1.4303 1.2624 4.4668 -0.1 0.0 0.1
H 0.5895 2.1616 3.1994 -0.2 0.0 0.0
H 1.8395 2.9487 4.1591 0.0 0.1 0.1
```
Forces are in eV/Å.

Energy above the lowest of the compared OMol25 structures with the same formula, charge and spin in eV: 0.000
Structure (SMILES): CCCCC[C@H](O)/C=C/[C@H]1CCC(=O)[C@@H]1CCCCCCC(=O)N1CCCC[C@H]1CO
Frontier orbital gap in eV: 9.7

***

# 4
Here is C26H46AsMoO3PS5Si3 as an isolated structure from OMol25. Energies are from the ωB97M-V functional and the def2-TZVPD basis.

XYZ file:
```
86
Properties=species:S:1:pos:R:3:forces:R:3
Mo -0.1475 -0.0130 0.2716 1.4 0.1 1.0
C -4.1428 2.5658 -2.6061 0.0 0.1 0.0
C -4.2387 1.3165 -1.7745 0.0 0.0 0.2
O -2.8964 1.0064 -1.3068 -0.1 0.0 -0.2
P -2.4267 -0.3374 -0.6428 -2.0 0.3 -0.9
S -0.8811 -0.9724 -1.7917 0.2 -0.1 0.4
S -2.3274 -0.0007 1.3590 0.3 -0.3 -0.2
O -3.6224 -1.3364 -0.8788 -0.3 -0.3 -0.1
C -3.5240 -2.7144 -0.4129 0.0 0.2 -0.1
C -3.5136 -3.6488 -1.5939 0.0 -0.1 0.0
H -5.1333 2.8370 -2.9741 0.0 0.0 0.0
H -3.4885 2.4082 -3.4638 0.0 0.0 0.0
H -3.7497 3.3949 -2.0164 0.0 0.0 0.0
H -4.6126 0.4696 -2.3456 0.0 0.0 0.0
H -4.8720 1.4592 -0.8986 0.0 0.0 0.0
H -4.3840 -2.8729 0.2339 -0.1 0.0 0.0
H -2.6261 -2.8086 0.1939 0.1 0.0 0.0
H -4.3854 -3.4772 -2.2250 0.0 0.0 0.0
H -3.5458 -4.6833 -1.2445 0.0 0.0 0.0
H -2.6156 -3.5136 -2.1960 0.0 0.0 0.0
O 1.1909 1.1682 -0.2843 0.2 1.0 -0.4
C 1.4376 2.2745 -1.2221 -0.2 -0.6 0.5
C 0.3582 3.3147 -0.9550 0.1 -0.1 0.1
C 0.0922 4.4389 -1.6667 -0.1 0.2 0.0
C -0.9454 5.2309 -1.0871 0.1 0.0 -0.1
C -1.4338 4.6897 0.0579 -0.1 0.0 0.1
S -0.6368 3.2264 0.4541 0.2 0.0 -0.2
C 2.7927 2.8386 -0.8822 0.0 0.1 -0.2
C 3.6982 3.4029 -1.7283 0.2 0.1 0.0
C 4.8028 3.9875 -1.0405 -0.1 0.0 -0.1
C 4.6944 3.8626 0.3085 0.0 0.0 -0.1
S 3.2644 3.0427 0.7535 -0.1 -0.1 0.2
C 1.3547 1.7224 -2.6159 -0.1 0.1 -0.1
C 0.3199 1.8295 -3.4966 0.0 -0.1 -0.2
C 0.5106 1.0500 -4.6730 0.0 0.0 0.1
C 1.6823 0.3568 -4.6447 -0.1 0.0 -0.1
S 2.5650 0.6619 -3.2167 0.1 -0.1 0.0
H 0.6180 4.7018 -2.5755 0.0 0.0 0.0
H -1.3040 6.1628 -1.5025 0.0 0.0 0.0
H -2.2039 5.0781 0.7065 0.0 0.0 0.0
H 3.5847 3.4092 -2.8040 0.0 0.0 0.1
H 5.6341 4.4719 -1.5325 0.0 0.0 0.0
H 5.3861 4.1959 1.0662 0.0 0.0 0.0
H -0.5604 2.4238 -3.3005 0.0 0.0 0.0
H -0.1916 1.0088 -5.4939 0.0 0.0 0.0
H 2.0844 -0.3011 -5.4004 0.0 0.0 0.0
C -2.0063 -4.6093 1.9308 -0.3 -0.2 -0.2
Si -0.8254 -3.6054 2.9395 0.1 0.3 -0.2
C 0.3570 -4.7687 3.7329 0.2 -0.3 0.2
C -1.6736 -2.5520 4.1890 -0.2 0.2 0.3
As 0.4346 -2.1493 1.5489 0.5 -0.5 0.3
Si 1.9144 -3.4655 0.2048 -0.3 0.3 0.1
C 3.0687 -4.4493 1.2543 0.3 -0.2 0.2
C 2.8424 -2.2914 -0.8749 0.1 0.2 -0.3
C 0.7861 -4.5429 -0.7769 -0.3 -0.3 -0.2
Si 1.8699 -0.9952 3.0851 -0.2 -0.1 -0.4
C 2.3709 -1.9511 4.5783 0.0 -0.2 0.3
C 0.9207 0.5188 3.5692 -0.2 0.3 0.0
C 3.3843 -0.5538 2.1331 0.4 0.0 -0.2
H -1.9887 -5.6281 2.3288 -0.1 0.0 0.0
H -1.7491 -4.6670 0.8729 0.0 0.0 0.0
H -3.0262 -4.2279 2.0191 0.0 -0.1 0.0
H -0.2365 -5.5100 4.2805 0.1 0.0 0.0
H 1.0323 -4.2886 4.4359 0.0 0.0 0.0
H 0.9531 -5.3053 2.9950 0.0 -0.1 0.0
H -2.5250 -3.0984 4.6083 0.1 0.1 0.0
H -2.0495 -1.6298 3.7453 -0.1 0.0 0.0
H -0.9999 -2.2953 5.0114 -0.1 0.0 0.0
H 3.3721 -3.9185 2.1587 0.0 0.0 0.0
H 3.9732 -4.6570 0.6734 0.0 0.0 0.1
H 2.6333 -5.4047 1.5490 0.1 0.0 0.0
H 3.7772 -1.9730 -0.4102 0.0 0.0 -0.1
H 2.2693 -1.3954 -1.1226 0.0 0.0 0.0
H 3.0799 -2.7903 -1.8208 0.0 0.0 0.1
H 0.3060 -5.2904 -0.1404 0.0 0.0 -0.1
H 1.3415 -5.0720 -1.5579 -0.1 0.0 0.0
H 0.0075 -3.9432 -1.2562 0.0 0.0 0.0
H 1.5579 -2.0950 5.2930 0.0 0.0 0.0
H 3.1504 -1.3571 5.0687 0.0 -0.1 0.0
H 2.7983 -2.9244 4.3346 0.0 0.0 0.0
H -0.0749 0.2759 3.9488 0.0 0.0 0.1
H 0.7966 1.2186 2.7335 0.0 0.0 0.0
H 1.4699 1.0543 4.3502 -0.1 0.0 0.0
H 4.0269 -1.4301 2.0017 0.0 0.1 0.0
H 3.9452 0.1953 2.7004 0.0 0.0 0.0
H 3.1782 -0.1336 1.1479 0.0 0.1 0.0
```
Forces are in eV/Å.

Energy above the lowest of the compared OMol25 structures with the same formula, charge and spin in eV: 1.114
<S²>: 3.775
Spin multiplicity: 4
Frontier orbital gap (alpha / beta) in eV: 7.0 / 7.0
Charge: +1

***

We obtain maximum force values of 0.5, 8.5, 0.7, 2.2 eV/A for the records listed above, in that order.
We obtain calculated total energy values of -2807.2925, -2084.6545, -1373.4629, -6748.7557 a.u. for the records listed above, in that order.